C38H51BIrN8O6S5 | the ωB97M-V functional and the def2-TZVPD basis

Structure (XYZ):
```
110
Properties=species:S:1:pos:R:3:lowdin_charge:R:1
Ir 0.86436 -0.56705 0.58499 0.88
C -0.12248 3.80032 -4.11978 -0.03
C 0.45912 2.42964 -4.47962 -0.54
C 0.49033 2.22740 -5.99491 -0.03
C 1.87874 2.36118 -3.93114 -0.08
N -0.44998 1.39554 -3.90225 0.01
C -1.80550 1.41874 -4.20345 -0.05
C -2.41758 0.51929 -3.41400 -0.07
N -1.45169 -0.06837 -2.63129 0.02
B -1.62675 -0.93812 -1.39802 -0.71
N -1.26641 -2.41882 -1.72294 0.06
C -1.49800 -3.05693 -2.91497 -0.03
C -0.67500 -4.12146 -2.98747 -0.03
N 0.10939 -4.11869 -1.84552 0.02
C -0.28412 -3.08613 -1.07175 -0.56
S 0.23048 -2.78017 0.56852 0.77
C 1.25262 -5.08846 -1.69060 -0.53
C 0.66736 -6.40914 -1.19877 -0.02
C 1.89313 -5.25513 -3.07457 -0.04
C 2.33787 -4.59420 -0.73742 -0.07
N -2.98733 -0.73115 -0.71926 0.06
C -3.82005 -1.72080 -0.26335 -0.03
C -4.65178 -1.16940 0.64406 -0.04
N -4.29444 0.16052 0.78752 0.01
C -3.27421 0.42583 -0.07396 -0.64
S -2.41864 1.88151 -0.35016 0.74
C -5.01669 1.04994 1.74643 -0.54
C -5.31454 0.23500 3.01194 -0.03
C -4.18022 2.25695 2.15930 -0.08
C -6.31226 1.50128 1.07557 -0.02
C -0.23785 0.44533 -2.95040 -0.64
S 1.19990 -0.17918 -2.28972 0.72
H 0.55435 4.57971 -4.47061 0.09
H -0.22343 3.89137 -3.03727 0.10
H -1.09774 3.97290 -4.57458 0.08
H 1.13644 2.97870 -6.44991 0.09
H -0.50051 2.32152 -6.44063 0.07
H 0.88602 1.24029 -6.23726 0.09
H 2.43646 3.17058 -4.40590 0.09
H 2.36772 1.41796 -4.15874 0.06
H 1.91014 2.50897 -2.85266 0.06
H -2.21570 2.08403 -4.93863 0.12
H -3.46095 0.27796 -3.31422 0.13
H -0.78931 -0.59071 -0.61614 -0.01
H -2.21373 -2.68714 -3.62822 0.13
H -0.56334 -4.85709 -3.75872 0.12
H -0.11547 -6.77281 -1.86734 0.08
H 0.24689 -6.29062 -0.19935 0.09
H 1.45524 -7.16160 -1.15314 0.09
H 1.27146 -5.82391 -3.76572 0.07
H 2.82785 -5.80059 -2.95691 0.09
H 2.11844 -4.28338 -3.51461 0.10
H 2.02870 -4.60854 0.30111 0.04
H 2.66956 -3.58119 -0.96594 0.08
H 3.18504 -5.27197 -0.85044 0.09
H -3.74702 -2.73471 -0.61486 0.12
H -5.44041 -1.61986 1.21323 0.12
H -4.41309 -0.25588 3.37992 0.08
H -6.08797 -0.51651 2.85689 0.07
H -5.67521 0.91165 3.78559 0.09
H -3.18129 1.95602 2.47423 0.06
H -4.69418 2.72954 2.99834 0.09
H -4.07407 2.98385 1.36010 0.04
H -6.93591 0.64697 0.80743 0.08
H -6.09142 2.07082 0.17198 0.09
H -6.87782 2.13930 1.75608 0.09
N -1.23877 0.00813 4.02807 0.20
C -1.47186 -0.78109 2.93631 -0.66
N -1.91587 -2.05042 3.17205 0.18
O -1.35925 -0.34864 1.78918 -0.09
H -0.92804 -0.45270 4.87003 0.10
H -0.67425 0.80567 3.77118 0.07
H -1.71936 -2.47342 4.06406 0.10
H -1.81992 -2.64971 2.36369 0.06
C 2.20861 -0.57920 5.24638 -0.11
C 2.32916 0.56417 4.47125 -0.09
C 1.98097 0.54965 3.12749 -0.14
C 1.47346 -0.59753 2.50163 -0.32
C 1.42473 -1.75579 3.29276 -0.15
C 1.77666 -1.74787 4.63710 -0.10
H 2.49297 -0.57227 6.29107 0.10
H 2.72534 1.47639 4.90355 0.11
H 2.15762 1.44661 2.54950 0.06
H 1.12607 -2.70159 2.85905 0.04
H 1.72755 -2.66917 5.20693 0.10
C -0.54915 3.42179 3.69301 -0.09
O -0.42197 2.55485 2.55889 -0.25
C 0.47538 2.88016 1.63728 -1.23
S 1.48832 4.15674 1.72209 0.76
S 0.53398 1.78605 0.25072 0.65
H -1.34028 2.98096 4.29469 0.09
H -0.82110 4.42588 3.37086 0.09
H 0.39033 3.46289 4.24406 0.08
O 4.57557 -1.84969 0.99948 0.09
C 3.82033 -0.97909 0.61963 -0.56
O 2.66147 -1.29687 0.05447 -0.31
C 4.19478 0.46823 0.67268 -0.15
C 5.00434 0.91707 1.70591 -0.02
C 5.39701 2.25464 1.79494 0.02
C 4.97308 3.08822 0.78826 -0.23
O 5.24415 4.41975 0.62017 0.02
C 4.56196 4.81286 -0.57360 -0.14
O 3.98901 3.65056 -1.16021 0.02
C 4.20297 2.63175 -0.26520 -0.22
C 3.78007 1.33371 -0.34937 0.02
H 5.31488 0.20406 2.45776 0.12
H 6.01583 2.61702 2.60367 0.12
H 5.28201 5.25019 -1.26784 0.13
H 3.77192 5.52246 -0.31827 0.12
H 3.18582 0.98363 -1.18147 0.05
```

Net charge: 0
Energy relative to the best compared isomer or geometry (same formula, charge and spin) in kcal/mol: 46.54
Maximum force in eV/Å: 0.793
Spin multiplicity: 2
Kohn-Sham gap (spin up / spin down) in eV: 6.962 / 5.082
Highest occupied orbital energy (spin up / spin down) in eV: -7.1 / -6.9
⟨S²⟩: 0.763

***

C38H52AsN4O3Si2Ta | the ωB97M-V functional and the def2-TZVPD basis

Structure (XYZ):
```
101
Properties=species:S:1:pos:R:3:lowdin_charge:R:1
Ta -0.35881 0.57247 0.36550 1.97
C -3.35137 1.54773 -2.92566 -0.03
C -3.88700 0.55472 -1.92667 -0.25
C -4.98537 -0.21790 -2.27023 -0.03
C -5.50753 -1.15837 -1.39733 -0.04
C -4.93785 -1.32898 -0.14725 -0.03
C -3.85645 -0.54973 0.24839 -0.21
C -3.31832 -0.68834 1.64854 -0.06
C -3.32231 0.37317 -0.65648 -0.23
N -2.25016 1.24207 -0.21246 -0.06
C -2.71424 2.56758 -0.15016 -0.43
O -3.80748 2.94395 -0.48282 0.16
C -1.73329 3.47883 0.41833 -0.22
C -1.95817 4.83088 0.59799 0.06
C -0.97878 5.57340 1.24508 0.03
C 0.15313 4.91546 1.71023 0.07
C 0.26446 3.55788 1.47078 -0.19
N -0.64634 2.85919 0.83247 0.02
C 1.29325 2.71555 2.05628 -0.44
O 2.18220 3.18542 2.72664 0.15
N 1.04020 1.35892 1.86703 -0.03
C 1.79916 0.63614 2.86855 -0.23
C 1.09451 0.22599 4.00681 -0.25
C -0.39783 0.42689 4.10968 -0.03
C 1.79942 -0.31319 5.07473 -0.07
C 3.17194 -0.48393 5.00118 -0.05
C 3.85995 -0.05071 3.87948 -0.02
C 3.19595 0.55522 2.81609 -0.22
C 4.00588 1.21988 1.73400 -0.05
H -3.56146 1.21184 -3.94041 0.09
H -2.27473 1.70069 -2.81616 0.07
H -3.83749 2.51326 -2.79333 0.09
H -5.44672 -0.07474 -3.23981 0.13
H -6.36669 -1.74935 -1.68521 0.12
H -5.36282 -2.04552 0.54533 0.12
H -4.05393 -1.18057 2.28444 0.10
H -3.09964 0.28682 2.09210 0.08
H -2.41959 -1.29245 1.67325 -0.01
H -2.88786 5.25591 0.24715 0.14
H -1.10545 6.63565 1.40565 0.13
H 0.93618 5.41051 2.26705 0.14
H -0.93859 -0.09510 3.31253 0.03
H -0.65810 1.48508 4.03648 0.09
H -0.77100 0.05951 5.06495 0.09
H 1.27158 -0.58126 5.98314 0.12
H 3.70818 -0.92672 5.83035 0.12
H 4.94077 -0.11831 3.84939 0.13
H 4.95015 0.69972 1.57487 0.10
H 4.23847 2.23357 2.05944 0.10
H 3.46371 1.30416 0.79463 0.05
C 3.10147 -2.25422 -2.49932 -0.17
Si 2.59666 -0.79858 -1.44161 0.50
C 3.66964 0.65165 -1.89370 -0.16
C 2.98705 -1.30564 0.32305 -0.17
C 0.73092 -0.27281 -1.73197 -0.34
C 0.67913 1.07456 -2.31861 -0.46
C 1.04161 1.41585 -3.62576 -0.02
C 0.95928 2.73060 -4.02515 0.00
C 0.54765 3.70120 -3.11207 -0.02
C 0.23492 3.30235 -1.83785 -0.08
N 0.29552 2.00868 -1.45933 0.00
Si -0.22595 -1.62345 -2.78106 0.47
C -2.02189 -1.36003 -3.02284 -0.15
C -0.25090 -3.26481 -1.89334 -0.17
C 0.51784 -1.74412 -4.48519 -0.16
H 4.01977 -2.67592 -2.07901 0.05
H 3.34032 -1.94692 -3.51836 0.04
H 2.37388 -3.05836 -2.56554 0.01
H 4.70892 0.42988 -1.63621 0.06
H 3.38427 1.56985 -1.37277 0.04
H 3.64244 0.86055 -2.96444 0.04
H 3.82041 -0.70850 0.67025 0.01
H 3.33165 -2.34078 0.34738 0.04
H 2.18856 -1.18630 1.04688 -0.02
H 1.39334 0.65239 -4.30302 0.11
H 1.22327 3.00996 -5.03704 0.13
H 0.47194 4.74252 -3.38873 0.12
H -0.07334 4.01808 -1.09344 0.10
H -2.58358 -1.44081 -2.09509 0.03
H -2.38357 -2.15451 -3.68325 0.07
H -2.26197 -0.41205 -3.49545 0.02
H -0.63745 -3.13026 -0.88330 -0.01
H 0.69307 -3.79698 -1.85275 0.01
H -0.95186 -3.91417 -2.42483 0.06
H 0.15676 -0.92353 -5.10890 0.04
H 0.16682 -2.67024 -4.94983 0.06
H 1.60383 -1.74959 -4.52619 0.02
C 0.84541 -2.81305 3.43580 -0.16
As 0.02540 -2.81388 1.74150 1.17
C -1.70665 -3.56392 1.94093 -0.17
C 1.10579 -3.98547 0.69505 -0.18
O -0.18481 -1.20496 1.06848 -0.62
H 0.99089 -3.86922 3.67473 0.08
H 0.20220 -2.35493 4.18018 0.06
H 1.80680 -2.30532 3.40561 0.05
H -1.56772 -4.56488 2.35235 0.07
H -2.20953 -3.63098 0.97722 0.06
H -2.29519 -2.96776 2.63272 0.05
H 0.47551 -4.77050 0.28479 0.07
H 1.60826 -3.45838 -0.10165 0.01
H 1.83945 -4.41522 1.37614 0.07
```

Net charge: +2
Energy relative to the best compared isomer or geometry (same formula, charge and spin) in kcal/mol: 31.95
Maximum force in eV/Å: 4.022
Kohn-Sham gap in eV: 7.042
Highest occupied orbital energy in eV: -13.6